No. 1
The following is a DFT calculation (ωB97M-V/def2-TZVPD) of C17H11ClF3N2O4RuS as an isolated structure.

Last column: Löwdin spin population.
Atoms and positions in Å:
Ru  0.195  0.396  -0.694  0.0196
C  0.558  -0.385  4.947  0.0200
C  1.674  0.539  4.763  0.0281
C  1.870  1.574  3.963  0.0071
C  0.121  1.261  2.413  0.4966
N  -0.042  -1.376  1.670  -0.0046
C  -0.208  -1.237  4.244  0.0413
C  -0.874  1.980  1.597  0.0473
C  -1.486  3.166  2.195  0.0102
C  -2.049  4.108  1.423  -0.0021
C  -1.890  4.110  -0.014  0.0136
C  -1.206  3.143  -0.646  0.0010
C  -0.745  1.946  0.050  0.0440
H  0.334  -0.513  6.001  -0.0002
H  2.462  0.427  5.500  0.0011
H  2.740  2.207  4.011  -0.0001
H  -0.901  -1.816  4.846  0.0013
H  -1.454  3.269  3.272  0.0007
H  -2.536  4.954  1.890  -0.0004
H  -2.237  4.973  -0.568  0.0008
H  -0.927  3.249  -1.688  0.0008
F  1.804  -3.313  -2.377  0.0000
C  1.683  -2.763  -3.592  0.0000
F  1.373  -3.755  -4.447  0.0000
F  2.893  -2.301  -3.947  -0.0001
C  0.642  -1.678  -3.616  0.0002
C  -0.498  -1.811  -4.373  0.0009
C  -1.495  -0.833  -4.326  0.0004
C  -1.314  0.235  -3.483  0.0007
N  -0.177  0.419  -2.796  -0.0001
C  0.811  -0.507  -2.847  0.0004
S  2.129  -0.119  -1.789  -0.0013
H  -0.630  -2.693  -4.985  0.0000
H  -2.400  -0.930  -4.906  0.0000
H  -2.075  0.993  -3.346  0.0000
O  1.003  2.046  2.993  0.1567
Cl  0.865  -0.116  1.422  0.0755
O  -0.409  -1.725  3.005  0.0074
O  2.273  -0.129  1.834  0.0251
O  -1.728  1.175  0.784  0.0083

Atoms 1-3, force components in eV/Å:
0.200 -0.698 0.555
0.043 -0.031 -0.064
-0.029 -0.008 -0.056

As for the total energy: -63054.8419 eV. As for the spin multiplicity: 2. The energy relative to the best compared isomer or geometry (same formula, charge and spin) comes out at 219.4 kcal per mole. For the HOMO-LUMO gap (spin up / spin down), the calculation gives 7.591 / 6.754 eV. The HOMO energy (spin up / spin down) comes out at -7.9489 / -8.0367 eV. Its net charge is 0.

---

No. 2
The following is a DFT calculation (ωB97M-V/def2-TZVPD) of a 12-piece molecular cluster, C30H60F27N5O18P2S5 overall at a distorted geometry.

Last column: Löwdin spin population.
Atoms and positions in Å:
C  0.765  0.057  -1.331  0.0000
C  0.739  0.400  0.088  0.0000
O  1.031  1.504  0.546  0.0000
N  0.206  -0.747  0.995  0.0000
H  0.485  -1.640  0.614  0.0000
H  0.713  -0.637  1.861  0.0000
C  -1.284  -0.668  1.322  0.0000
H  1.250  0.629  -2.122  0.0000
H  -0.265  -0.105  -1.650  0.0000
H  1.369  -0.847  -1.415  0.0000
H  -1.945  -0.885  0.483  0.0000
H  -1.574  0.242  1.847  0.0000
H  -1.526  -1.370  2.120  0.0000
C  -0.210  3.337  3.518  0.0000
C  -1.264  4.513  3.537  0.0000
O  -2.447  4.303  3.351  0.0000
N  -0.759  5.936  3.910  0.0000
H  0.046  5.951  4.519  0.0000
H  -0.254  6.316  3.121  0.0000
C  -1.971  6.899  4.178  0.0000
H  -0.859  2.475  3.366  0.0000
H  0.235  3.292  4.512  0.0000
H  0.512  3.580  2.739  0.0000
H  -2.682  6.408  4.842  0.0000
H  -2.470  7.071  3.225  0.0000
H  -1.422  7.779  4.512  0.0000
C  -4.534  0.695  -1.156  0.0000
C  -3.447  1.510  -1.948  0.0000
O  -2.318  1.097  -2.049  0.0000
N  -3.841  2.790  -2.694  0.0000
H  -4.848  2.851  -2.730  0.0000
H  -3.569  3.651  -2.242  0.0000
C  -3.288  2.835  -4.139  0.0000
H  -5.095  0.457  -2.060  0.0000
H  -5.078  1.391  -0.517  0.0000
H  -4.284  -0.261  -0.697  0.0000
H  -2.219  2.623  -4.115  0.0000
H  -3.348  3.867  -4.484  0.0000
H  -3.776  2.175  -4.856  0.0000
C  9.182  -0.710  -1.937  0.0000
C  8.303  -0.350  -3.168  0.0000
C  7.602  0.993  -2.983  0.0000
N  6.525  1.456  -3.994  0.0000
C  7.205  1.408  -5.380  0.0000
C  5.265  0.514  -4.067  0.0000
C  4.262  1.110  -3.060  0.0000
C  4.709  2.511  -2.882  0.0000
C  6.073  2.765  -3.602  0.0000
H  8.580  -0.930  -1.056  0.0000
H  9.855  0.106  -1.673  0.0000
H  9.908  -1.512  -2.067  0.0000
H  7.566  -1.116  -3.412  0.0000
H  8.849  -0.299  -4.110  0.0000
H  8.230  1.883  -3.026  0.0000
H  7.009  0.860  -2.078  0.0000
H  6.551  1.903  -6.098  0.0000
H  7.287  0.355  -5.648  0.0000
H  8.218  1.802  -5.465  0.0000
H  4.910  0.472  -5.097  0.0000
H  5.428  -0.544  -3.861  0.0000
H  3.202  1.024  -3.299  0.0000
H  4.393  0.610  -2.100  0.0000
H  4.056  3.177  -3.446  0.0000
H  4.804  2.836  -1.846  0.0000
H  5.891  3.324  -4.520  0.0000
H  6.686  3.445  -3.010  0.0000
C  -4.082  -1.984  7.143  0.0000
C  -3.217  -2.908  6.366  0.0000
C  -4.003  -4.032  5.626  0.0000
N  -3.138  -4.811  4.588  0.0000
C  -1.839  -5.177  5.234  0.0000
C  -2.951  -4.104  3.250  0.0000
C  -3.136  -5.079  1.999  0.0000
C  -3.470  -6.384  2.667  0.0000
C  -3.945  -6.053  4.056  0.0000
H  -4.849  -2.601  7.611  0.0000
H  -4.489  -1.245  6.453  0.0000
H  -3.498  -1.406  7.859  0.0000
H  -2.341  -3.323  6.864  0.0000
H  -2.758  -2.311  5.579  0.0000
H  -4.913  -3.625  5.185  0.0000
H  -4.348  -4.886  6.210  0.0000
H  -2.037  -5.485  6.261  0.0000
H  -1.231  -4.274  5.303  0.0000
H  -1.325  -5.923  4.629  0.0000
H  -1.995  -3.598  3.376  0.0000
H  -3.569  -3.208  3.194  0.0000
H  -2.260  -5.123  1.350  0.0000
H  -3.803  -4.610  1.275  0.0000
H  -2.578  -6.998  2.790  0.0000
H  -4.153  -6.982  2.063  0.0000
H  -3.964  -6.745  4.898  0.0000
H  -4.930  -5.645  3.830  0.0000
C  1.221  2.713  -4.987  0.0000
F  1.413  2.944  -3.715  0.0000
F  1.703  1.493  -5.136  -0.0005
F  -0.041  2.707  -5.249  0.0000
S  2.196  4.078  -6.120  0.0000
O  1.602  5.386  -5.809  0.0000
O  3.631  3.948  -5.679  0.0000
O  2.009  3.544  -7.426  0.0000
C  -0.734  0.099  5.857  0.0000
F  -1.575  0.661  4.963  0.0000
F  -0.186  0.976  6.630  0.0000
F  -1.453  -0.689  6.676  0.0000
S  0.587  -0.997  4.963  0.0000
O  1.320  -0.201  4.035  0.0000
O  1.431  -1.422  6.086  0.0000
O  -0.154  -2.065  4.343  0.0000
C  -2.633  -3.971  -2.238  0.0000
F  -2.716  -4.712  -3.369  -0.0001
F  -3.284  -2.753  -2.260  0.0000
F  -3.192  -4.757  -1.304  0.0000
S  -0.766  -3.743  -1.760  -0.0001
O  -0.825  -2.998  -0.552  0.0005
O  -0.257  -5.130  -1.496  0.0002
O  -0.147  -3.093  -2.917  0.0017
C  -1.051  4.018  -0.084  0.0000
F  -0.528  3.381  -1.149  0.0000
F  -1.619  3.079  0.602  0.0000
F  -0.179  4.558  0.773  0.0000
S  -2.249  5.492  -0.581  0.0000
O  -3.356  4.939  -1.371  0.0000
O  -2.711  6.001  0.702  0.0000
O  -1.471  6.483  -1.278  0.0000
C  -1.947  -1.196  -5.349  -0.0114
F  -2.802  -2.130  -5.038  -0.0025
F  -2.549  -0.253  -6.090  -0.0024
F  -1.470  -0.498  -4.352  -0.0023
S  -0.425  -2.032  -6.309  -0.0677
O  -0.701  -1.867  -7.791  0.4521
O  0.708  -1.201  -5.921  0.3571
O  -0.285  -3.410  -5.905  0.2756
P  -5.098  0.202  2.643  0.0000
F  -6.322  -0.748  2.746  0.0000
F  -4.261  -0.349  3.879  0.0000
F  -4.330  -0.956  1.774  0.0000
F  -3.862  1.281  2.401  0.0000
F  -5.893  0.544  1.323  0.0000
F  -5.911  1.236  3.613  0.0000
P  4.397  -2.370  -0.658  0.0000
F  3.481  -1.232  -0.023  0.0000
F  5.549  -1.360  -1.147  0.0000
F  5.153  -2.408  0.795  0.0000
F  5.135  -3.698  -1.316  0.0000
F  3.338  -3.481  -0.146  0.0000
F  3.612  -2.091  -2.054  0.0000

Atoms 1-3, force components in eV/Å:
0.261 -1.537 -0.960
0.721 3.824 0.450
-1.022 -3.545 -0.058

As for the total energy: -222519.9676 eV. As for the spin multiplicity: 2. For the HOMO-LUMO gap (spin up / spin down), the calculation gives 7.250 / 4.233 eV. The HOMO energy (spin up / spin down) comes out at -6.7283 / -6.7283 eV. Its net charge is -1.

---

No. 3
The following is a DFT calculation (ωB97M-V/def2-TZVPD) of a 2-piece molecular cluster, C5H7N3 overall at a distorted geometry.

Last column: Mulliken charge in e.
Atoms and positions in Å:
C  -1.310  -0.375  -1.741  -0.1743
C  -0.764  -1.515  -1.175  -0.3831
C  -0.218  0.483  0.031  -0.1887
C  1.074  -1.523  0.545  0.0373
C  0.527  1.855  1.682  0.0124
N  1.097  2.805  1.440  -0.0362
N  -1.009  0.731  -0.940  0.0730
N  0.090  -0.927  -0.058  0.2041
H  -1.938  -0.344  -2.573  0.4281
H  -0.708  -2.391  -1.793  0.3854
H  1.630  -1.063  1.310  0.2663
H  1.349  -2.490  0.289  0.2899
H  0.039  1.387  2.483  0.4495
H  1.728  3.637  1.354  0.4041
H  -1.495  1.581  -1.083  0.2321

Atoms 1-3, force components in eV/Å:
1.181 -3.393 2.426
0.135 4.437 -1.187
1.196 0.201 2.041

As for the total energy: -9745.8746 eV. The energy relative to the best compared isomer or geometry (same formula, charge and spin) comes out at 35.0 kcal per mole. For the HOMO-LUMO gap, the calculation gives 8.409 eV. The HOMO energy comes out at -18.9241 eV. Its net charge is +2.